[1]
Density functional theory data (ωB97M-V/def2-TZVPD) for a single C4H11N2OP molecule in a non-equilibrium geometry.

Element x y z (Å)
1 P -1.303784 -0.209731 -0.146001
2 O -0.376200 -1.501355 0.171393
3 N -2.760875 -0.543632 -0.668167
4 N -0.257556 0.898826 -1.009095
5 C 1.021729 -1.290883 0.483619
6 C 1.266384 0.937277 -0.728477
7 C -1.441253 0.712301 1.411455
8 C 1.738734 -0.519654 -0.626792
9 H 1.526619 1.681050 0.046871
10 H -0.697695 0.164068 2.178183
11 H 1.710228 1.227425 -1.685799
12 H -2.828164 -1.225297 -1.375093
13 H 0.998748 -0.763126 1.466344
14 H -1.259043 1.732820 1.255576
15 H 2.802184 -0.430143 -0.418262
16 H -0.696634 1.831359 -1.227893
17 H 1.404290 -2.304580 0.628697
18 H -2.393277 0.684927 1.835686
19 H 1.545567 -1.081643 -1.592242

Cartesian forces (eV/Å) of the 3 atoms listed first:
P -1.302 1.151 -0.317
O 0.097 0.792 -0.788
N 2.162 1.344 1.591

Results
- E_HOMO (eV) = -8.88
- HOMO-LUMO gap (eV) = 9.71
- LUMO energy (Eh) = 0.031
- SMILES = C[P@@]1(=N)NCCCO1
- relative energy (zero: lowest compared OMol25 entry of this formula, charge and spin) (kcal per mole) = 0.00

[2]
Density functional theory data (ωB97M-V/def2-TZVPD) for a single C4H11N2OPS molecule in a non-equilibrium geometry.

Element x y z (Å)
1 S -3.028004 -1.207390 0.057355
2 P -1.184186 -0.676240 0.052951
3 O 1.145204 -1.311539 1.575828
4 N -0.822632 0.941846 0.033552
5 N -0.172284 -1.368752 -1.108394
6 C -1.907323 1.970496 -0.107940
7 C 1.633829 -1.867506 0.409954
8 C 0.364453 1.542400 0.751780
9 C 1.212857 -1.214445 -0.928490
10 H 1.099960 1.650712 -0.054218
11 H -2.802996 1.770224 -0.699943
12 H -2.220270 2.285340 0.855018
13 H 1.412974 -0.089756 -0.754858
14 H -0.432112 -2.375338 -1.115893
15 H 0.101450 2.486314 1.117399
16 H 2.780004 -1.641267 0.415622
17 H 1.794901 -1.440933 -1.800705
18 H -1.207932 2.721464 -0.497532
19 H 1.454165 -2.946114 0.400506
20 H 0.777949 0.770488 1.398012

Cartesian forces (eV/Å) of the 3 atoms listed first:
S -0.433 -0.023 -0.537
P 0.135 0.301 1.450
O 0.570 -0.506 -0.873

Results
- E_HOMO (spin up / spin down) (eV) = -6.57 / -8.59
- HOMO-LUMO gap (spin up / spin down) (eV) = 7.33 / 6.33
- LUMO energy (spin up / spin down) (Eh) = 0.028 / -0.083
- spin multiplicity = 3
- expectation value of S² = 2.008

[3]
Density functional theory data (ωB97M-V/def2-TZVPD) for 2 unconnected molecules or ions with the total composition C4H11N2OS in a non-equilibrium geometry.

Element x y z (Å)
1 S 2.315170 0.785516 0.776878
2 O -2.415971 0.899701 -0.268808
3 N -0.932763 2.573220 -0.477117
4 N -0.544220 -1.254049 -1.106604
5 C 1.199598 -0.455938 0.496483
6 C -1.235326 1.401451 0.167431
7 C 0.647888 -0.482337 -0.955460
8 C 0.536796 -1.371235 1.450272
9 H -0.900212 -1.247894 -2.016260
10 H -1.647544 3.046984 -1.140605
11 H 0.659925 0.504051 -1.495269
12 H 1.632662 -0.921453 -1.397531
13 H 2.953408 0.376132 1.945092
14 H 0.347028 -2.297579 0.878971
15 H -0.460432 -2.291773 -0.811944
16 H 0.077049 2.892708 -0.437730
17 H 1.139336 -1.505580 2.363349
18 H -0.427636 -0.913913 1.737480
19 H -2.944756 0.261988 0.291373

Cartesian forces (eV/Å) of the 3 atoms listed first:
S 0.276 -1.140 0.536
O -0.699 1.040 0.269
N -0.754 -0.837 -0.619

Results
- E_HOMO (eV) = -12.06
- HOMO-LUMO gap (eV) = 6.60
- LUMO energy (Eh) = -0.201
- net charge = +1
- relative energy (zero: lowest compared OMol25 entry of this formula, charge and spin) (kcal per mole) = 102.00

[4]
Density functional theory data (ωB97M-V/def2-TZVPD) for a gas-phase ion, C4H11N2S (charge -1) in a non-equilibrium geometry.

Element x y z (Å)
1 S -0.635688 1.006779 3.997581
2 N 0.825459 0.285969 -0.736808
3 N 0.452158 -0.898464 -2.925479
4 C -0.383751 0.036209 -0.021715
5 C -1.163530 0.187184 2.428636
6 C -0.398027 0.944604 1.289351
7 C 1.212130 -0.690980 -1.678490
8 H -2.218787 0.168353 2.331530
9 H -0.368624 -0.949644 0.346386
10 H -1.323922 0.058950 -0.635311
11 H 1.330287 -1.665185 -1.264827
12 H -0.906938 2.081554 1.061365
13 H 0.643978 1.173623 1.510987
14 H -0.552878 -0.855659 -2.752687
15 H 0.560983 0.015366 -3.379997
16 H -0.783016 -0.812913 2.325865
17 H 1.440522 0.346357 0.094865
18 H 2.269644 -0.432103 -1.991253

Cartesian forces (eV/Å) of the 3 atoms listed first:
S -0.399 -0.446 0.103
N -0.037 1.533 0.628
N -0.193 2.017 0.197

Results
- E_HOMO (eV) = -2.32
- HOMO-LUMO gap (eV) = 5.84
- LUMO energy (Eh) = 0.129
- SMILES = NCNCCC[S-]
- net charge = -1
- relative energy (zero: lowest compared OMol25 entry of this formula, charge and spin) (kcal per mole) = 43.64

[5]
Density functional theory data (ωB97M-V/def2-TZVPD) for a gas-phase ion, C4H11N2S (charge -1) in a non-equilibrium geometry.

Element x y z (Å)
1 S 1.185742 -0.070751 -2.388681
2 N 0.929818 1.091199 1.601362
3 N -1.434221 0.533650 1.499270
4 C -0.993447 -0.682532 -0.700188
5 C -1.221528 -0.796417 0.894981
6 C -0.279116 0.957893 2.332292
7 C 0.397837 -1.202454 -1.099056
8 H -1.708705 1.233225 0.829771
9 H 0.383674 -2.183324 -1.562814
10 H -2.183786 -1.305358 1.056343
11 H -0.432610 -1.458037 1.252408
12 H -0.171114 0.161678 3.098946
13 H 1.339743 0.355734 1.057210
14 H -0.492381 1.896525 2.853515
15 H -1.816556 -1.109783 -1.282556
16 H 1.061641 -1.207790 -0.233069
17 H -0.930681 0.383485 -0.857821
18 H 1.222026 1.967230 1.211511

Cartesian forces (eV/Å) of the 3 atoms listed first:
S -0.213 -0.475 0.531
N 1.716 0.632 0.457
N 0.889 -0.470 2.038

Results
- E_HOMO (eV) = -2.38
- HOMO-LUMO gap (eV) = 6.23
- LUMO energy (Eh) = 0.141
- SMILES = NCNCCC[S-]
- net charge = -1
- relative energy (zero: lowest compared OMol25 entry of this formula, charge and spin) (kcal per mole) = 32.50

[6]
Density functional theory data (ωB97M-V/def2-TZVPD) for 2 unconnected molecules or ions with the total composition C4H11N2S in a non-equilibrium geometry.

Element x y z (Å)
1 S 1.092327 1.477629 -0.374859
2 N -0.952638 -2.276963 0.039228
3 N -1.275938 -0.206776 -1.069539
4 C 2.759568 0.566516 1.496928
5 C -1.754260 -1.363008 -0.504020
6 C 1.524923 0.092336 0.732196
7 C -2.002337 1.041680 -1.336759
8 H -1.463909 -3.160833 0.186599
9 H -2.791435 -1.507556 -0.603821
10 H -3.039240 0.852250 -1.716290
11 H 2.997507 -0.079567 2.347129
12 H 0.767405 -0.185250 1.476488
13 H -2.011825 1.725859 -0.483101
14 H 1.748748 -0.825569 0.116534
15 H -1.459402 1.525129 -2.103185
16 H 2.539537 1.602720 1.861638
17 H -0.285370 0.072178 -0.899280
18 H 3.606339 0.649224 0.834114

Cartesian forces (eV/Å) of the 3 atoms listed first:
S -0.026 0.183 -0.125
N -1.475 1.116 -1.141
N -0.650 -0.630 0.655

Results
- E_HOMO (eV) = -2.67
- HOMO-LUMO gap (eV) = 6.53
- LUMO energy (Eh) = 0.142
- net charge = -1
- relative energy (zero: lowest compared OMol25 entry of this formula, charge and spin) (kcal per mole) = 24.04

[7]
Density functional theory data (ωB97M-V/def2-TZVPD) for a gas-phase ion, C4H11N2S (charge -1) in a non-equilibrium geometry.

Element x y z (Å)
1 S -1.347965 -2.514130 0.642967
2 N 1.240810 0.482063 -2.197039
3 N -0.111620 0.225878 1.269624
4 C -1.185786 1.111689 1.650891
5 C -0.022141 -1.684730 -0.268888
6 C 1.279677 0.542920 -0.719005
7 C 0.003719 -0.162950 -0.138027
8 H -2.152250 0.580679 1.579259
9 H -0.123228 -0.596387 1.853312
10 H 0.860069 -0.417328 -2.465875
11 H -0.184397 -2.113163 -1.261582
12 H -1.198014 2.031625 1.061623
13 H -0.801253 0.413205 -0.638293
14 H 2.207409 0.056345 -0.396374
15 H 0.979028 -1.973322 0.104987
16 H 1.198345 1.543421 -0.304045
17 H -1.148101 1.358541 2.714977
18 H 0.505696 1.115642 -2.488511

Cartesian forces (eV/Å) of the 3 atoms listed first:
S -0.341 -0.143 0.566
N 0.050 0.756 0.033
N 1.162 0.358 0.437

Results
- E_HOMO (eV) = -2.51
- HOMO-LUMO gap (eV) = 6.52
- LUMO energy (Eh) = 0.147
- SMILES = CN[C@@H](CN)C[S-]
- net charge = -1
- relative energy (zero: lowest compared OMol25 entry of this formula, charge and spin) (kcal per mole) = 22.34

[8]
Density functional theory data (ωB97M-V/def2-TZVPD) for 2 unconnected molecules or ions with the total composition C4H11N2S in a non-equilibrium geometry.

Element x y z (Å)
1 S 2.350675 -2.035333 -0.383576
2 N 0.473247 0.425516 -0.892223
3 N -3.176004 1.318634 -0.631736
4 C -0.951407 0.253240 -0.502771
5 C -1.904276 1.341271 -0.926678
6 C 1.101549 1.323925 0.091046
7 C 1.361356 -2.345888 1.117804
8 H 0.770168 -3.274368 1.053592
9 H 0.852416 2.369796 -0.080518
10 H 1.022138 -0.479585 -0.743308
11 H 0.471016 -1.679486 1.250061
12 H -1.347465 2.054515 -1.546868
13 H 2.046430 -2.369612 1.972970
14 H 2.183949 1.160586 0.072294
15 H 0.787972 1.055685 1.111803
16 H -1.039675 1.132806 0.297948
17 H -1.414526 -0.701973 -0.295799
18 H -3.587564 0.450271 -0.964042

Cartesian forces (eV/Å) of the 3 atoms listed first:
S -0.096 -0.128 0.042
N -0.860 -0.809 0.889
N 0.563 1.544 -2.159

Results
- E_HOMO (eV) = -2.91
- HOMO-LUMO gap (eV) = 6.76
- LUMO energy (Eh) = 0.141
- net charge = -1
- relative energy (zero: lowest compared OMol25 entry of this formula, charge and spin) (kcal per mole) = 90.44

[9]
Density functional theory data (ωB97M-V/def2-TZVPD) for a gas-phase ion, C4H11N2S (charge -1) in a non-equilibrium geometry.

Element x y z (Å)
1 S -3.378565 -1.490426 -0.778263
2 N 0.072324 0.794315 -0.888133
3 N 0.957825 -0.926437 1.425473
4 C 1.636455 0.298690 1.022565
5 C -2.122282 -0.309141 -0.193935
6 C -0.922833 -0.254278 -1.175282
7 C 1.438729 0.736736 -0.440823
8 H 2.040639 0.073915 -1.072191
9 H -0.510793 -1.265882 -1.225638
10 H -0.396601 1.466874 -0.288202
11 H -1.330728 0.042158 -2.149832
12 H 2.699234 0.138669 1.251394
13 H 0.903715 -1.697844 0.782846
14 H -1.708559 -0.530429 0.814593
15 H -2.452845 0.726484 -0.019782
16 H 0.013688 -0.695801 1.700732
17 H 1.230813 1.123727 1.627730
18 H 1.829781 1.768673 -0.393254

Cartesian forces (eV/Å) of the 3 atoms listed first:
S 0.127 0.340 0.313
N -0.279 1.283 0.568
N -0.406 0.348 1.138

Results
- E_HOMO (eV) = -2.47
- HOMO-LUMO gap (eV) = 6.07
- LUMO energy (Eh) = 0.132
- SMILES = NCCNCC[S-]
- net charge = -1
- relative energy (zero: lowest compared OMol25 entry of this formula, charge and spin) (kcal per mole) = 29.59

[10]
Density functional theory data (ωB97M-V/def2-TZVPD) for a gas-phase ion, C4H11N2S (charge +1) in a non-equilibrium geometry.

Element x y z (Å)
1 S -0.658570 -0.212738 -0.236204
2 N -0.899115 1.652818 0.148138
3 N 2.018782 -0.216194 0.389430
4 C 1.977772 0.899324 -0.584205
5 C 1.109146 -0.364328 -0.732054
6 C -0.884585 -0.669045 1.498759
7 C -1.411596 -1.504857 -1.055648
8 H 2.848365 1.244274 -1.176698
9 H 1.131083 -1.157184 -1.554299
10 H 1.459880 1.749532 -0.128248
11 H 2.793454 -0.870742 0.580676
12 H -1.643517 1.858039 0.720807
13 H -1.147722 1.870647 -0.775966
14 H -2.419123 -1.603936 -0.664248
15 H -0.861901 -1.696531 1.520316
16 H -1.559259 -1.525129 -2.144249
17 H -1.858235 -0.308582 1.579383
18 H -0.054948 -0.227830 1.963249

Cartesian forces (eV/Å) of the 3 atoms listed first:
S -0.538 -0.507 0.673
N 3.385 -3.212 -1.891
N -0.878 0.100 -0.522

Results
- E_HOMO (eV) = -13.51
- HOMO-LUMO gap (eV) = 8.95
- LUMO energy (Eh) = -0.168
- SMILES = C=[S@](C)(=[NH2+])[C@H]1CN1
- net charge = +1
- relative energy (zero: lowest compared OMol25 entry of this formula, charge and spin) (kcal per mole) = 142.71

[11]
Density functional theory data (ωB97M-V/def2-TZVPD) for a gas-phase ion, C4H11N2S (charge +1) in a non-equilibrium geometry.

Element x y z (Å)
1 S 2.593477 0.359420 0.459002
2 N -0.116792 -0.428031 -0.105554
3 N 2.191237 -0.834057 -0.625268
4 C 1.142482 -1.562706 -0.177654
5 C 0.427831 0.797962 0.367034
6 C -1.173346 -0.798702 0.806344
7 C 0.298268 2.098421 -0.503201
8 H -0.598421 -0.961442 1.822260
9 H -0.574422 2.551382 -0.332913
10 H 0.761087 -2.316903 -0.923802
11 H -0.333493 -0.498903 -1.126889
12 H 0.174297 1.017131 1.347812
13 H 1.276142 -1.876376 0.833900
14 H 0.924116 2.773841 0.033892
15 H 0.665845 1.976934 -1.499133
16 H -1.589599 -1.732793 0.406243
17 H -2.030005 -0.097682 0.827492
18 H 2.253406 -0.674223 -1.645562

Cartesian forces (eV/Å) of the 3 atoms listed first:
S -2.628 0.796 -0.267
N 0.978 -0.115 -0.985
N 1.033 -0.582 -1.241

Results
- E_HOMO (eV) = -13.36
- HOMO-LUMO gap (eV) = 9.59
- LUMO energy (Eh) = -0.139
- SMILES = C[C@@H]1SNC[N@H+]1C
- net charge = +1
- relative energy (zero: lowest compared OMol25 entry of this formula, charge and spin) (kcal per mole) = 59.74

[12]
Density functional theory data (ωB97M-V/def2-TZVPD) for a single C4H11N3 molecule in a non-equilibrium geometry.

Element x y z (Å)
1 N 0.827162 -1.238346 1.899399
2 N 0.249902 1.783667 -2.348984
3 N 0.945235 -0.691120 -1.127534
4 C -0.218112 0.041057 -0.758666
5 C -0.404388 -0.463321 1.712497
6 C -1.077157 -0.585082 0.327598
7 C -0.556345 1.183546 -1.382103
8 H -1.353528 1.754653 -0.927691
9 H -1.194280 -1.643927 0.085636
10 H -0.025046 2.717224 -2.588291
11 H 0.807664 -1.662411 2.821645
12 H -1.999163 -0.012512 0.401523
13 H -0.284998 0.616927 1.845020
14 H 0.819481 -1.665803 -0.909563
15 H 1.179918 1.445317 -2.530313
16 H 1.618205 -0.603040 1.905505
17 H 1.785877 -0.205396 -0.907675
18 H -1.120426 -0.771432 2.481996

Cartesian forces (eV/Å) of the 3 atoms listed first:
N 0.000 0.293 0.198
N -0.959 0.195 0.106
N -1.586 0.503 -0.778

Results
- E_HOMO (eV) = -6.97
- HOMO-LUMO gap (eV) = 7.98
- LUMO energy (Eh) = 0.037
- SMILES = N/C=C(\N)CCN
- relative energy (zero: lowest compared OMol25 entry of this formula, charge and spin) (kcal per mole) = 40.48

[13]
Density functional theory data (ωB97M-V/def2-TZVPD) for a single C4H11N3 molecule in a non-equilibrium geometry.

Element x y z (Å)
1 N -0.264674 1.595855 -0.680602
2 N 1.783177 -0.685770 1.184178
3 N 2.315086 0.382181 -0.790828
4 C -2.401983 -0.357515 0.418863
5 C 1.263757 -0.243186 -0.072177
6 C -1.041135 -0.721195 -0.149607
7 C -0.020351 0.314183 -0.258799
8 H -1.127844 -1.340255 -1.044959
9 H -1.201129 1.865357 -0.942508
10 H 2.117877 0.100669 1.735345
11 H -3.044042 0.118597 -0.332607
12 H 0.531590 2.219964 -0.650682
13 H -0.034442 -1.475046 0.257714
14 H -2.321682 0.330075 1.264673
15 H 2.079913 0.498495 -1.770537
16 H -2.920493 -1.253850 0.769765
17 H 1.110103 -1.214892 1.722229
18 H 3.176275 -0.133669 -0.659461

Cartesian forces (eV/Å) of the 3 atoms listed first:
N 0.393 -0.580 -0.355
N 0.190 -1.116 0.183
N 0.263 0.419 0.090

Results
- E_HOMO (eV) = -6.22
- HOMO-LUMO gap (eV) = 7.15
- LUMO energy (Eh) = 0.034
- SMILES = CCC(N)=C(N)N
- relative energy (zero: lowest compared OMol25 entry of this formula, charge and spin) (kcal per mole) = 88.85